(1)
Density functional theory data (ωB97M-V/def2-TZVPD) for an isolated ion of composition C2H6N3O2 and charge +1.

Summary:
- Highest occupied orbital energy: -15.9 eV
- Frontier orbital gap: 10.54 eV
- LUMO: -5.3 eV
- Relative energy (zero: lowest compared OMol25 entry of this formula, charge and spin): 335.6 kJ/mol
- Total charge: +1

Positions of all 13 atoms, in Å:
C: 1.28 1.34 -0.04
N: 0.93 -0.11 0.01
C: -0.30 -0.59 0.03
N: -0.66 -1.82 -0.07
N: -1.54 0.45 0.02
O: -2.50 -0.26 -0.01
O: -1.37 1.61 -0.06
H: 0.76 1.96 -0.89
H: 2.36 1.28 -0.08
H: 1.03 1.68 1.05
H: 1.57 -0.91 -0.01
H: -1.68 -2.02 0.16
H: 0.13 -2.61 -0.11

Let us look at the natural (NBO) charges, expressed in e, one per atom:
1 C -0.427
2 N -0.515
3 C 0.576
4 N -0.740
5 N 0.548
6 O -0.315
7 O -0.253
8 H 0.272
9 H 0.239
10 H 0.243
11 H 0.428
12 H 0.487
13 H 0.457

(2)
Density functional theory data (ωB97M-V/def2-TZVPD) for a 2-piece molecular cluster, C3H3F2I overall.

Summary:
- Highest occupied orbital energy: -8.8 eV
- Frontier orbital gap: 8.13 eV
- LUMO: -0.7 eV
- Relative energy (zero: lowest compared OMol25 entry of this formula, charge and spin): 450.6 kJ/mol
- Total charge: 0

Positions of all 9 atoms, in Å:
C: 0.57 0.78 0.18
C: 1.74 0.13 -0.22
C: -1.77 -1.02 0.29
F: 2.93 0.57 0.17
F: -1.58 -1.55 -0.86
I: -3.67 -0.65 0.74
H: 0.37 1.78 0.65
H: 1.79 -0.85 -0.71
H: -0.39 0.80 -0.23

Let us look at the natural (NBO) charges, expressed in e, one per atom:
1 C -0.513
2 C 0.246
3 C 0.142
4 F -0.326
5 F -0.327
6 I 0.179
7 H 0.218
8 H 0.175
9 H 0.206

(3)
Density functional theory data (ωB97M-V/def2-TZVPD) for one molecule with the formula C3H7N3O.

Summary:
- Highest occupied orbital energy: -8.4 eV
- Frontier orbital gap: 9.41 eV
- LUMO: 1.0 eV
- Relative energy (zero: lowest compared OMol25 entry of this formula, charge and spin): 503.3 kJ/mol
- Total charge: 0

Positions of all 14 atoms, in Å:
H: -1.75 -2.17 0.69
N: -1.05 -1.58 1.14
C: -0.49 -0.73 0.47
C: 0.73 0.31 1.28
C: 0.05 -0.01 -0.68
N: 1.01 -0.73 -1.41
N: -0.52 1.02 -1.24
O: -1.64 1.45 -0.43
H: 1.67 0.68 0.88
H: 0.11 1.14 1.61
H: 0.99 -0.36 2.10
H: 0.94 -0.55 -2.40
H: 1.95 -0.64 -1.06
H: -2.00 2.18 -0.94

Let us look at the natural (NBO) charges, expressed in e, one per atom:
1 H 0.370
2 N -0.600
3 C 0.370
4 C -0.723
5 C 0.301
6 N -0.829
7 N -0.227
8 O -0.607
9 H 0.222
10 H 0.239
11 H 0.225
12 H 0.399
13 H 0.380
14 H 0.479

(4)
Density functional theory data (ωB97M-V/def2-TZVPD) for a 2-piece molecular cluster, C6H14O2 overall.

Summary:
- Highest occupied orbital energy (spin up / spin down): -6.9 / -7.5 eV
- Frontier orbital gap (spin up / spin down): 7.70 / 8.16 eV
- LUMO (spin up / spin down): 0.8 / 0.7 eV
- Relative energy (zero: lowest compared OMol25 entry of this formula, charge and spin): 463.3 kJ/mol
- Total charge: 0

Positions of all 22 atoms, in Å:
C: -1.66 -0.35 -0.19
C: 1.06 -0.42 0.67
C: -0.21 0.87 -1.56
C: -2.32 0.74 0.61
C: 1.79 -1.34 -0.30
C: 1.76 0.90 0.91
O: -1.15 -0.05 -1.41
O: -2.42 -1.50 -0.21
H: -1.97 -2.15 -0.75
H: -0.18 -0.43 0.44
H: 0.97 -0.94 1.63
H: 0.27 0.84 -2.52
H: -0.28 1.80 -1.02
H: -2.68 0.33 1.55
H: -3.16 1.17 0.07
H: -1.60 1.53 0.83
H: 2.75 -1.67 0.11
H: 1.95 1.42 -0.03
H: 1.20 -2.24 -0.52
H: 1.98 -0.83 -1.25
H: 1.17 1.56 1.55
H: 2.73 0.76 1.40

Let us look at the natural (NBO) charges, expressed in e, one per atom:
1 C 0.496
2 C -0.380
3 C -0.139
4 C -0.693
5 C -0.616
6 C -0.615
7 O -0.453
8 O -0.692
9 H 0.486
10 H 0.193
11 H 0.193
12 H 0.170
13 H 0.152
14 H 0.239
15 H 0.224
16 H 0.222
17 H 0.201
18 H 0.202
19 H 0.201
20 H 0.204
21 H 0.205
22 H 0.200